1.
A structure of composition C60H77BrN2O2PtSSi, computed with wB97M-V/def2-TZVPD.

The geometry in XYZ format:
```
145
Properties=species:S:1:pos:R:3:mulliken_charge:R:1
Pt 0.135 0.310 0.288 4.1944
C 0.079 -1.691 -2.874 -1.9006
C 0.973 -0.548 -2.398 3.4644
C 1.032 0.580 -3.433 -1.7566
C 2.370 -0.994 -2.018 0.5024
C 2.980 -1.953 -2.798 -0.2305
C 4.266 -2.385 -2.535 -1.7534
C 4.951 -1.822 -1.478 -1.0378
C 4.409 -0.836 -0.665 1.3536
C 5.368 -0.293 0.382 0.2187
C 5.992 1.030 -0.109 -1.6748
C 4.810 -0.266 1.817 -0.6934
C 3.072 -0.404 -0.917 -0.1319
N 2.358 0.514 -0.207 1.4546
C 2.781 1.574 0.477 -0.1427
C 1.916 2.623 0.725 -1.0719
N 0.630 2.613 0.376 0.3699
C 0.056 3.798 -0.043 -0.5374
C -1.140 4.276 0.533 -0.3071
C -1.639 5.507 0.145 -0.4195
C -0.988 6.280 -0.800 -1.3668
C 0.163 5.798 -1.394 -0.5505
C 0.688 4.560 -1.063 0.5523
C 1.868 4.050 -1.867 2.5981
C 1.611 4.213 -3.371 -1.8133
C 3.177 4.767 -1.512 -1.6128
C -1.812 3.501 1.638 3.1701
C -3.337 3.582 1.560 -1.7794
C -1.324 4.035 2.986 -1.6600
H -0.939 -1.326 -2.998 0.4608
H 0.073 -2.477 -2.123 -0.0086
H 0.399 -2.108 -3.826 0.6159
H 0.476 -0.147 -1.477 -2.9695
H 1.308 0.193 -4.414 0.4738
H 1.771 1.322 -3.140 0.1876
H 0.065 1.073 -3.519 0.3501
H 2.450 -2.376 -3.636 0.4801
H 4.722 -3.145 -3.149 0.4181
H 5.956 -2.166 -1.276 0.4310
H 6.204 -1.001 0.408 0.8851
H 5.269 1.684 -0.588 0.3617
H 6.759 0.816 -0.850 0.3739
H 6.460 1.567 0.714 0.4247
H 3.728 -0.220 1.846 -0.5117
H 5.200 0.580 2.378 0.4196
H 5.113 -1.168 2.345 0.3427
H 3.817 1.721 0.728 -0.0940
H 2.330 3.540 1.140 0.6170
H -2.543 5.885 0.596 0.4249
H -1.383 7.247 -1.074 0.4086
H 0.655 6.399 -2.143 0.3394
H 1.994 2.984 -1.665 -1.6186
H 1.672 5.258 -3.661 0.5150
H 0.628 3.839 -3.642 0.3564
H 2.361 3.667 -3.940 0.4230
H 3.078 5.838 -1.680 0.3709
H 3.986 4.391 -2.138 0.4096
H 3.448 4.610 -0.471 0.2944
H -1.514 2.448 1.559 -1.5687
H -3.694 4.542 1.927 0.4275
H -3.784 2.803 2.175 0.0546
H -3.673 3.451 0.533 0.4914
H -1.513 5.105 3.058 0.4186
H -0.256 3.863 3.100 0.2439
H -1.846 3.533 3.797 0.4289
C -8.013 -0.544 -1.003 -1.7547
C -7.173 0.105 0.110 2.1620
C -7.638 -0.446 1.468 -1.3280
C -7.416 1.616 0.099 -2.0177
C -5.712 -0.232 -0.122 -0.1264
C -4.764 0.704 -0.529 -0.4887
C -3.460 0.311 -0.696 0.3160
Br -2.161 1.542 -1.356 0.0925
C -2.960 -0.997 -0.410 -0.2747
O -1.726 -1.241 -0.426 -0.2454
C -3.982 -1.977 -0.120 -0.4971
C -5.282 -1.557 0.024 -0.8751
C -3.583 -3.431 0.043 2.4471
C -2.813 -3.896 -1.200 -1.7733
C -2.663 -3.549 1.266 -0.3226
C -4.789 -4.357 0.236 -2.4536
H -9.068 -0.338 -0.836 0.4873
H -7.876 -1.622 -1.025 0.3089
H -7.733 -0.143 -1.974 0.3443
H -8.672 -0.157 1.648 0.4863
H -7.027 -0.042 2.272 0.0664
H -7.585 -1.530 1.512 0.3209
H -8.475 1.819 0.237 0.4583
H -7.114 2.055 -0.848 0.3791
H -6.864 2.095 0.905 0.2963
H -5.020 1.732 -0.720 0.3307
H -6.033 -2.287 0.265 0.4481
H -1.950 -3.260 -1.366 0.0712
H -3.446 -3.867 -2.085 0.3211
H -2.466 -4.916 -1.052 0.4914
H -1.721 -3.050 1.059 -0.6967
H -2.480 -4.599 1.488 0.6257
H -3.116 -3.084 2.140 0.0952
H -5.457 -4.313 -0.622 0.4216
H -5.342 -4.105 1.140 0.3961
H -4.436 -5.381 0.337 0.4687
C 3.308 0.076 5.386 -0.8115
C 2.861 1.152 4.636 -0.9427
C 1.802 0.993 3.761 0.4214
C 1.164 -0.233 3.617 0.4787
C 1.622 -1.300 4.382 -0.8613
C 2.683 -1.154 5.259 -0.6189
Si -0.360 -0.440 2.476 0.3862
C -1.798 0.371 3.445 0.4367
C -3.117 0.182 3.043 -0.2147
C -4.170 0.672 3.794 -0.3962
C -3.922 1.365 4.968 -0.6270
C -2.615 1.566 5.381 -0.7780
C -1.569 1.075 4.621 -0.7618
H 4.131 0.199 6.076 0.3896
H 3.334 2.120 4.741 0.4643
H 1.456 1.838 3.182 0.2076
H 1.130 -2.259 4.297 0.5577
H 3.016 -1.996 5.851 0.4343
H -0.690 -1.879 2.719 -0.5365
H -3.323 -0.358 2.130 0.4561
H -5.188 0.511 3.464 0.3533
H -4.744 1.743 5.557 0.3784
H -2.410 2.108 6.294 0.4107
H -0.553 1.238 4.947 0.4012
C 1.511 -9.040 -0.136 -1.5836
C 1.613 -7.545 -0.100 1.1179
C 0.672 -6.791 0.593 -0.8721
C 0.772 -5.411 0.658 -0.4477
C 1.834 -4.781 0.039 0.0554
C 2.754 -5.512 -0.695 -0.6397
C 2.644 -6.888 -0.766 -0.8285
S 2.186 -3.004 0.228 1.3841
C 2.893 -3.260 1.917 -0.6560
O 0.908 -2.305 0.452 -1.8103
H 0.835 -9.394 0.636 0.3707
H 2.486 -9.498 0.014 0.3873
H 1.134 -9.374 -1.103 0.3079
H -0.141 -7.294 1.100 0.3700
H 0.037 -4.822 1.187 0.1722
H 3.550 -4.984 -1.196 0.3846
H 3.361 -7.461 -1.337 0.4091
H 3.889 -3.672 1.802 0.4667
H 2.268 -3.927 2.500 0.5357
H 2.935 -2.285 2.390 -0.4485
```

## Properties
LUMO (alpha / beta): -1.87 / -1.79 eV
net charge: 0

***

2.
A structure of composition C16H18AsN5O9S2Ti, computed with wB97M-V/def2-TZVPD.

The geometry in XYZ format:
```
52
Properties=species:S:1:pos:R:3:mulliken_spin:R:1
Ti 0.491 -0.298 0.761 0.7325
N -0.163 -0.055 5.099 0.0013
C 0.742 -0.204 4.044 -0.0158
S 1.636 -1.691 4.026 0.3748
N 0.926 0.828 3.292 0.0280
N 1.607 0.622 2.107 -0.0392
C 2.626 1.425 1.876 0.2031
C 3.444 1.311 0.721 -0.0087
C 4.637 2.049 0.603 0.0483
C 5.508 1.871 -0.453 -0.0447
C 5.206 0.943 -1.448 0.0827
C 4.016 0.231 -1.384 -0.0361
C 3.113 0.401 -0.334 0.0618
O 1.967 -0.251 -0.333 0.0181
H -0.597 -0.940 5.314 0.0039
H -0.847 0.659 4.882 0.0021
H 2.892 2.141 2.650 0.0125
H 4.870 2.769 1.382 0.0025
H 6.426 2.446 -0.508 -0.0022
H 5.888 0.781 -2.276 0.0097
H 3.751 -0.467 -2.169 -0.0019
C -3.371 0.414 2.361 0.0012
O -3.087 -0.957 2.628 0.0002
C -1.878 -1.410 2.130 0.0083
O -1.036 -0.488 1.812 0.0231
N -1.653 -2.667 2.129 -0.0054
N 1.107 -2.092 1.453 0.6222
H -4.316 0.628 2.862 0.0002
H -3.457 0.578 1.285 -0.0006
H -2.584 1.067 2.744 -0.0005
H -2.493 -3.172 2.381 -0.0007
H 0.315 -2.739 1.545 -0.0260
H 1.944 -2.603 1.211 -0.0008
O 0.410 1.161 -2.423 -0.0009
As -0.489 2.122 -1.223 0.0070
O -2.254 1.346 -1.491 0.0015
O -0.073 1.556 0.282 0.0013
C -2.505 0.653 -2.602 0.0011
C -3.086 1.277 -3.715 0.0001
C -3.339 0.560 -4.872 0.0007
C -3.017 -0.790 -4.957 -0.0002
C -2.479 -1.428 -3.848 0.0007
C -2.226 -0.722 -2.688 0.0035
S -1.773 -1.567 -1.176 -0.0238
O -1.677 -2.969 -1.525 -0.0037
O -2.846 -1.224 -0.278 -0.0004
O -0.433 -1.024 -0.802 -0.0399
H 0.741 0.353 -1.994 -0.0016
H -3.326 2.330 -3.639 0.0000
H -3.795 1.062 -5.720 0.0001
H -3.205 -1.336 -5.874 0.0000
H -2.258 -2.489 -3.847 0.0004
```

## Properties
2S+1: 3
LUMO (alpha / beta): 4.86 / 4.78 eV
net charge: -2

***

3.
A cluster of 13 separate species, C7H36O13 in total, computed with wB97M-V/def2-TZVPD.

The geometry in XYZ format:
```
56
Properties=species:S:1:pos:R:3:mulliken_charge:R:1
O 1.540 3.954 -0.548 -0.4933
C 2.252 3.080 -0.069 -0.1674
C 2.341 1.799 -0.781 -0.6575
C 1.687 0.635 -0.018 -0.4309
C 0.119 0.782 0.061 3.8897
C -1.733 0.751 3.477 -1.7121
C -1.343 0.405 2.070 0.5626
C -0.422 1.155 1.445 -0.4490
H 2.841 3.196 0.848 0.4102
H 1.916 1.773 -1.841 0.1452
H 3.423 1.505 -0.960 0.4938
H 2.221 0.488 0.931 0.4558
H 1.892 -0.370 -0.540 0.0489
H -0.313 -0.107 -0.538 -1.7579
H 0.035 1.758 -0.466 -1.4978
H -2.792 0.674 3.535 0.4282
H -1.508 -0.002 4.286 0.3323
H -1.282 1.699 3.861 0.3791
H -2.186 -0.333 1.552 0.2467
H 0.221 1.985 1.972 0.1054
H -1.074 -2.339 2.097 0.4248
H -2.629 -2.246 2.740 0.3087
O -2.013 -2.682 2.074 -0.6785
H -3.060 -2.276 -0.482 0.2968
H -1.851 -1.885 0.194 0.1328
O -2.441 -1.682 -0.582 -0.6442
H -1.845 0.413 -2.287 0.2444
H -2.690 0.062 -0.998 0.3842
O -2.223 0.800 -1.438 -0.6174
H -3.621 1.992 -0.870 0.3715
H -3.220 3.398 -0.534 0.3765
O -3.994 2.864 -0.480 -0.6929
H 2.360 -4.411 -0.162 0.4436
H 2.840 -3.232 -0.978 0.3141
O 3.173 -3.826 -0.260 -0.7921
H -0.311 -1.992 -1.340 0.3565
H 0.774 -1.392 -2.343 0.2314
O 0.618 -2.139 -1.711 -0.6670
H 0.401 -3.853 -1.133 0.3866
H -0.284 -4.603 -0.215 0.2578
O 0.542 -4.548 -0.559 -0.6514
H -1.334 2.955 -0.484 0.1993
H -0.886 4.316 -0.613 0.2634
O -1.216 3.655 -1.103 -0.6054
H 1.333 -2.033 2.418 0.3608
H 0.581 -0.820 3.115 0.2432
O 0.461 -1.695 2.821 -0.6599
H -0.731 2.632 -2.672 0.3579
H 0.708 2.629 -2.335 0.3813
O 0.133 2.357 -3.026 -0.8414
H 1.153 -0.189 -4.043 0.2880
H 0.864 0.669 -2.965 0.4411
O 1.440 -0.008 -3.250 -0.6321
H 2.933 -2.638 0.775 0.4804
H 3.362 -1.196 0.940 0.3307
O 2.842 -1.883 1.408 -0.7255
```

## Properties
LUMO: 0.04 eV
net charge: 0

***

4.
The molecule C33H36N2O4, computed with wB97M-V/def2-TZVPD.

The geometry in XYZ format:
```
75
Properties=species:S:1:pos:R:3:mulliken_charge:R:1
C -0.345 7.639 2.382 -0.6334
C 0.851 6.762 1.991 -0.6376
C 0.259 5.436 1.494 -0.6828
N -1.114 5.445 1.935 0.1136
C -1.938 4.377 1.753 1.4016
C -3.132 4.259 2.486 -1.3017
C -3.904 3.118 2.361 -0.2900
C -3.636 2.136 1.407 -0.2522
C -4.454 0.855 1.273 0.2217
C -4.175 0.137 -0.051 -0.2815
C -4.210 0.853 -1.250 0.0004
C -4.148 0.203 -2.473 -1.5612
C -3.921 -1.194 -2.531 1.2279
N -3.881 -1.846 -3.738 0.1377
C -4.320 -1.248 -4.987 -0.6453
C -4.235 -2.373 -6.037 -0.6322
C -3.432 -3.505 -5.381 -0.6658
C -3.465 -3.230 -3.876 -0.7013
C -3.734 -1.890 -1.303 -0.8278
C -3.870 -1.228 -0.087 -0.7249
C -2.420 2.240 0.707 -0.9524
C -1.588 3.335 0.861 -1.1761
C -1.532 6.674 2.572 -0.6197
H -0.168 8.214 3.295 0.3240
H -0.592 8.326 1.563 0.2881
H 1.469 7.219 1.219 0.3323
H 1.471 6.549 2.866 0.2895
H 0.312 5.370 0.393 0.2617
H 0.805 4.560 1.889 0.3635
H -3.433 5.028 3.199 0.3493
H -4.687 3.020 3.092 0.8496
H -4.132 0.175 2.075 1.1008
H -4.280 1.943 -1.229 0.6619
H -4.271 0.777 -3.392 0.3277
H -5.347 -0.855 -4.910 0.3477
H -3.679 -0.395 -5.270 0.2675
H -5.249 -2.716 -6.280 0.2772
H -3.770 -2.012 -6.960 0.3212
H -3.846 -4.485 -5.614 0.3226
H -2.397 -3.476 -5.728 0.2952
H -2.488 -3.407 -3.399 0.3253
H -4.190 -3.895 -3.378 0.3244
H -3.503 -2.959 -1.307 0.4016
H -3.754 -1.774 0.856 0.3640
H -2.110 1.457 0.015 0.4382
H -0.681 3.404 0.267 0.3042
H -1.748 6.507 3.642 0.2561
H -2.458 7.066 2.121 0.3376
C -8.791 2.717 1.706 -1.2980
C -7.452 3.421 1.886 1.5924
C -7.529 4.929 2.043 -1.6831
O -6.797 2.831 3.015 -0.2714
C -6.212 1.590 2.876 -0.7349
O -5.798 1.066 3.893 -0.5706
C -5.950 1.021 1.470 3.8943
C -6.634 -0.365 1.409 -0.7379
C -7.161 -0.873 0.219 -0.4924
C -7.506 -2.229 0.101 -0.8904
C -7.379 -3.080 1.194 -0.4318
C -6.865 -2.583 2.395 -0.9785
C -6.446 -1.251 2.484 -0.4720
C -6.457 1.950 0.368 -0.5073
O -6.689 1.666 -0.788 -0.5306
O -6.566 3.264 0.743 -0.3324
H -8.641 1.635 1.562 0.1863
H -9.380 2.882 2.620 0.4250
H -9.325 3.154 0.855 0.3799
H -6.520 5.343 1.972 0.3915
H -8.132 5.336 1.226 0.3522
H -7.982 5.208 2.995 0.3612
H -7.234 -0.234 -0.647 0.4040
H -7.838 -2.581 -0.872 0.4337
H -7.644 -4.134 1.098 0.3966
H -6.734 -3.229 3.267 0.3849
H -5.947 -0.909 3.390 0.4814
```

## Properties
SMILES string: CC1(C)OC(=O)C(c2ccccc2)(C(c2ccc(N3CCCC3)cc2)c2ccc(N3CCCC3)cc2)C(=O)O1
LUMO: 0.74 eV
net charge: 0